# 1
Molecular formula: C4H36N2O14S
Method: DFT, the ωB97M-V functional and the def2-TZVPD basis

Values from the calculation:
Frontier orbital gap, eV: 9.313
Energy relative to the best compared isomer or geometry (same formula, charge and spin), kJ/mol: 530.4
Highest occupied orbital energy, Eh: -0.3478

Structure (ORCA input):
```
! wB97M-V def2-TZVPD RIJCOSX def2/J DEFGRID3
* xyz 0 1
C 1.08484 -1.13642 -1.35699
N 1.06656 -0.22136 -0.17494
C 0.97732 -0.84190 1.05199
O 0.50561 -1.98906 1.22037
C -0.34935 -1.19977 -2.02069
C -0.37075 -2.28955 -3.04507
S -2.08400 -2.31427 -4.03533
N -0.51819 0.20261 -2.66615
H 1.78600 -0.81534 -2.07740
H 1.54303 -2.10547 -0.96619
H 1.29171 0.79653 -0.22830
H 1.33605 -0.21564 1.92397
H -1.19798 -1.24309 -1.20445
H 0.27232 -1.91800 -3.86824
H -0.03756 -3.33414 -2.71316
H -2.79022 -2.01036 -3.02648
H 0.30224 0.51205 -3.16138
H -0.51190 0.85052 -1.88016
H -1.44241 4.32306 2.26116
H -1.76827 4.58236 0.64141
O -1.30156 4.85944 1.45571
H 0.26041 5.08814 0.67053
H 1.54829 4.25255 0.73648
O 1.16279 5.10923 0.31395
H 1.66499 2.93891 -1.76691
H 1.73913 2.14254 -3.05081
O 1.55535 1.98837 -2.11546
H -0.36307 -1.00487 5.08712
H -0.43036 -1.06232 3.50641
O -0.86396 -1.38698 4.30699
H -2.49904 0.30445 -2.74562
H -3.39900 -0.41499 -1.73480
O -3.20652 0.49906 -2.07171
H 0.82858 -3.16976 3.00111
H 2.14652 -4.20923 2.54644
O 1.84958 -3.33174 3.00214
H 4.08840 -2.96735 1.18586
H 2.96683 -2.61183 2.09571
O 3.59372 -2.19620 1.45011
H 0.08242 -3.31384 0.18081
H -1.17582 -3.83201 -0.39033
O -0.16608 -3.88844 -0.53735
H -2.28945 0.90061 2.06252
H -2.19000 0.57006 3.62047
O -2.44304 1.29318 2.96053
H 3.53921 -0.22522 3.76240
H 3.48079 -0.70365 2.52226
O 3.68800 0.14303 2.91988
H -1.31668 0.59150 0.19533
H -2.63499 0.68461 -0.36034
O -2.22681 0.64430 0.46560
H -3.52375 3.53628 1.14300
H -2.87401 2.74260 -0.05461
O -3.17015 3.55494 0.27616
H 3.77156 3.40096 -0.12800
H 3.15488 2.02663 -0.65850
O 3.03485 2.81064 0.04687
*
```

Atom charges from the Mulliken analysis, given in e for atoms 1 to 4:
1 C -1.846
2 N 0.356
3 C -0.380
4 O -0.583

=====

# 2
Molecular formula: C4H36NO16
Method: DFT, the ωB97M-V functional and the def2-TZVPD basis

Values from the calculation:
Frontier orbital gap, eV: 9.834
Energy relative to the best compared isomer or geometry (same formula, charge and spin), kJ/mol: 232.5
Highest occupied orbital energy, Eh: -0.2670

Structure (ORCA input):
```
! wB97M-V def2-TZVPD RIJCOSX def2/J DEFGRID3
* xyz -1 1
C 0.27380 -2.27778 -0.56962
O -0.33181 -3.11812 0.43421
C -0.08434 -0.82019 -0.30449
C 0.53415 0.12858 -1.34764
C 0.35793 1.58104 -1.29917
N -0.42718 2.28064 -0.41997
O 1.01442 2.23571 -2.12843
H 1.38893 -2.35209 -0.45840
H 0.05630 -2.59742 -1.60280
H -1.15935 -0.86728 -0.30002
H 0.15412 -0.51573 0.69764
H 1.59513 -0.16464 -1.24014
H 0.32695 -0.22978 -2.36304
H -0.24579 3.27480 -0.54178
H -0.77511 1.95135 0.47140
H 2.38904 3.10554 -0.72242
H 3.62531 2.14032 -0.43916
O 3.18707 2.96734 -0.20352
H 0.54369 0.10108 2.49507
H -1.02092 0.68266 2.07921
O -0.19560 0.69078 2.71202
H -1.43498 -1.25547 -3.46100
H -0.89950 -2.61533 -3.81492
O -0.64218 -1.67047 -3.91791
H 1.89334 -0.33303 3.10373
H 2.80819 0.72864 2.36810
O 2.42607 -0.17577 2.31993
H 2.39344 2.63356 2.77950
H 3.36159 2.65749 1.65400
O 3.30340 2.35525 2.59615
H -2.97372 0.05049 -2.37545
H -3.33420 0.02070 -3.83039
O -2.81548 -0.48996 -3.19651
H 3.88472 -2.41761 0.68468
H 3.55149 -0.90816 1.14100
O 4.12330 -1.49277 0.61369
H -1.90197 -1.32765 3.51859
H -1.53236 0.04340 4.06452
O -2.11686 -0.70060 4.21276
H 2.39999 0.87800 -2.50274
H 3.39461 -0.27116 -2.43877
O 3.32422 0.68300 -2.33297
H -0.51176 2.87526 2.84280
H -1.94181 2.87731 2.84099
O -1.23173 3.53021 2.71886
H -2.94051 0.41111 0.12192
H -4.46882 0.06585 -0.57812
O -3.52316 0.00871 -0.75587
H -2.03190 -3.83525 -1.69689
H -0.65149 -4.57764 -1.88435
O -1.45564 -4.28741 -2.31951
H -3.43294 -1.41604 0.02854
H -1.27970 -3.03183 0.24550
O -2.94324 -2.17188 0.43385
H -2.50905 1.80348 1.13300
H -2.69825 -1.82428 1.29896
O -2.23671 0.88134 1.19014
*
```

Atom charges from the Mulliken analysis, given in e for atoms 1 to 4:
1 C -0.753
2 O -0.628
3 C 2.023
4 C -0.159

=====

# 3
Molecular formula: C4H36NO24PS
Method: DFT, the ωB97M-V functional and the def2-TZVPD basis

Values from the calculation:
Frontier orbital gap, eV: 6.531
Highest occupied orbital energy, Eh: -0.3372

Structure (ORCA input):
```
! wB97M-V def2-TZVPD RIJCOSX def2/J DEFGRID3
* xyz 0 1
O 1.65071 -2.22346 0.56515
N 0.41146 -2.05875 0.58704
O 0.37548 -0.92231 -0.06934
C -0.69284 -0.02126 0.00309
C -2.17490 -0.06974 -0.05728
P -3.22876 -1.71165 -0.09912
O -3.79574 -1.74371 1.53254
O -2.30663 -3.17690 -0.17357
S -4.81224 -1.58878 -1.18436
C -2.71201 1.45423 -0.14711
O -3.47565 1.77874 -1.15822
O -1.77519 2.39720 0.46252
C -0.58094 1.55900 0.50353
O 0.17972 1.78272 1.54773
H -3.03970 -1.67946 2.20618
H -2.31102 -3.48158 -1.12102
O -4.58671 -0.30563 -4.06078
H -5.48400 0.05851 -4.09535
H -4.06602 0.39462 -3.63947
O -6.87610 -2.29080 -4.70813
H -6.06028 -1.87241 -4.39464
H -6.81561 -3.19929 -4.37651
O -2.59833 2.55352 3.10393
H -1.74389 2.48969 2.65142
H -2.48609 3.29978 3.71178
O -6.95058 -2.01380 1.05879
H -7.84786 -1.64966 1.02423
H -6.42988 -1.31355 1.48011
O 3.14224 3.12271 2.25854
H 2.26521 2.79930 2.00334
H 3.74898 2.45001 1.91455
O 0.36003 -4.83629 0.26635
H 1.17586 -4.41789 0.57985
H 0.42053 -5.74477 0.59798
O 3.10376 0.74552 4.26558
H 2.89956 1.62923 3.92459
H 2.25311 0.28219 4.23930
O -0.87008 4.56628 4.31840
H -0.01564 4.50245 3.86589
H -0.75784 5.31253 4.92625
O 5.46003 0.74962 1.65764
H 6.27586 1.16801 1.97114
H 5.52053 -0.15887 1.98927
O 3.95774 -2.19409 2.79216
H 3.56891 -2.30229 1.91124
H 3.42977 -1.48904 3.19605
O -2.26303 -5.41356 -2.01765
H -1.50291 -5.70712 -1.49329
H -2.37763 -6.11475 -2.67658
O 8.13234 2.19447 1.27497
H 8.18218 3.07932 0.88321
H 9.04191 1.86425 1.22369
O 4.54105 -0.02914 -1.34338
H 4.51821 0.41009 -0.47997
H 3.69717 0.21478 -1.75246
O 6.66487 -0.56821 -3.71483
H 5.97376 -0.65702 -3.04150
H 6.41779 0.23369 -4.19948
O -4.00694 -3.62901 -4.08652
H -3.46774 -4.25451 -3.57964
H -4.06890 -4.03216 -4.96551
O 1.20688 3.26875 -1.97508
H 0.45756 3.14224 -1.37390
H 1.19199 4.21759 -2.17122
O 0.77767 6.02869 -0.90961
H -0.11961 6.39283 -0.94417
H 1.29837 6.72894 -0.48829
*
```

Atom charges from the Mulliken analysis, given in e for atoms 1 to 4:
1 O -0.395
2 N 0.211
3 O -0.100
4 C 0.171

=====

# 4
Molecular formula: C4H37N2O15
Method: DFT, the ωB97M-V functional and the def2-TZVPD basis

Values from the calculation:
Frontier orbital gap, eV: 10.862
Energy relative to the best compared isomer or geometry (same formula, charge and spin), kJ/mol: 72.4
Highest occupied orbital energy, Eh: -0.4903

Structure (ORCA input):
```
! wB97M-V def2-TZVPD RIJCOSX def2/J DEFGRID3
* xyz 1 1
C -1.70690 -1.60278 -1.35518
O -1.89395 -1.61840 -2.78810
C -0.52797 -0.53502 -0.98510
C 0.52589 -0.97891 0.01504
C 1.93765 -0.71379 -0.50083
N 2.91286 -0.88077 0.44656
O 2.12274 -0.47897 -1.68247
N -1.28018 0.76057 -0.76776
H -2.62449 -1.09689 -1.08628
H -1.51556 -2.53034 -0.85443
H -1.26395 -2.18569 -3.26123
H -0.08255 -0.51771 -2.01876
H 0.39971 -0.50259 1.06262
H 0.44368 -2.01948 0.34294
H 3.90510 -0.81052 0.32742
H 2.77966 -1.44910 1.31426
H -0.66981 1.57106 -0.41301
H -2.03586 0.69127 -0.09398
H -1.55414 1.17061 -1.74691
H 0.82902 1.00708 -4.70930
H 0.49546 0.76667 -3.11472
O 0.28748 1.20633 -3.94820
H -0.40448 3.97976 0.69130
H -1.32317 2.84151 1.08860
O -1.13495 3.44251 0.33931
H 3.17308 1.05303 -1.97566
H 2.55099 1.82439 -3.16204
O 2.94415 1.97877 -2.30021
H 1.29977 -2.78855 -1.77615
H 1.64721 -4.28065 -1.90979
O 0.90656 -3.65404 -1.88281
H -0.34613 -4.34761 0.56885
H -0.99128 -3.20648 1.44862
O -0.58142 -4.08214 1.45778
H -1.70070 -0.19681 2.16698
H -1.83706 -1.27705 3.16403
O -1.70955 -1.18133 2.21415
H -0.32138 1.63321 2.18487
H -1.32968 1.94151 3.21233
O -1.27198 1.52346 2.34387
H 1.91387 2.73077 -1.24394
H 2.90512 3.35727 -0.36454
O 1.94243 3.24520 -0.37064
H -4.41391 0.14144 1.40729
H -3.26919 -0.94224 1.22380
O -3.83212 -0.29769 0.77864
H 0.44352 -0.11129 3.13362
H 0.55030 -0.15088 4.75930
O -0.02080 -0.11650 3.98549
H 1.44279 2.36648 0.88389
H 1.50967 2.71801 2.34956
O 1.09690 2.01327 1.76673
H -2.21875 2.90044 -2.91101
H -1.90241 1.67239 -3.75788
O -2.21671 1.94148 -2.86455
H 2.29622 -1.91362 3.59435
H 1.07501 -2.36756 2.62229
O 1.64421 -1.64311 2.95101
*
```

Atom charges from the Mulliken analysis, given in e for atoms 1 to 4:
1 C -0.970
2 O -0.616
3 C 0.219
4 C 1.774

=====

The records above yield calculated total energy values of -47211.15994; -38985.99800; -75479.54097; -38436.29836 eV, respectively.